--- one ---
Density functional theory data (wB97M-V/def2-TZVPD) for one molecule with the formula C4H8N2OS.

Its orbital gap is 10.08 eV. The LUMO energy is 0.0247 hartree. As for the SMILES: O=[S@@H]1=NCC=CCN1. The molar mass comes out at 132.2 g/mol.

```
! wB97M-V def2-TZVPD RIJCOSX def2/J DEFGRID3
* xyz 0 1
O -0.10820 -1.04884 2.57721
S 0.70667 -0.96013 1.14190
N 1.38517 0.25910 0.51003
C 0.72944 1.53340 0.34586
C -0.70312 1.33389 -0.14601
C -1.09364 0.32962 -0.90895
C -0.15216 -0.84867 -1.22627
N -0.11388 -1.71413 -0.09757
H 1.71215 -1.71471 1.28738
H 1.47600 2.09091 -0.38736
H 0.65729 2.17352 1.17670
H -1.44275 2.15142 0.02379
H -2.13288 0.21498 -0.89074
H -0.57219 -1.37108 -2.07562
H 0.74985 -0.47891 -1.54167
H -1.09774 -1.95036 0.21132
*
```

---

--- two ---
Density functional theory data (wB97M-V/def2-TZVPD) for one molecule with the formula C4H8N2OS.

Its orbital gap is 8.58 eV. The LUMO energy is 0.0213 hartree. As for the SMILES: C[C@@H]1CN1C(=S)NO. The molar mass comes out at 132.2 g/mol.

```
! wB97M-V def2-TZVPD RIJCOSX def2/J DEFGRID3
* xyz 0 1
C -1.16135 -0.53858 0.98821
C -0.62702 -1.10124 -0.41103
C 0.90623 -1.49006 -0.47390
N 0.43106 -0.16751 -1.02811
C 1.06225 0.75030 -0.30259
S 2.69081 0.47478 0.20915
N 0.40117 1.89106 -0.10823
O -1.02116 2.09399 -0.31793
H -1.71016 -1.35242 1.44655
H -0.23127 -0.48583 1.64538
H -2.05084 0.28116 0.97003
H -1.28796 -1.42412 -1.24670
H 1.35461 -1.41016 0.67712
H 1.45867 -2.32271 -1.18579
H 0.95820 2.73598 0.39022
H -1.17326 2.06534 -1.25238
*
```

---

Which is the most stable structure? one is the most stable.

---

--- one ---
Density functional theory data (wB97M-V/def2-TZVPD) for one molecule with the formula C4H8N2OS.

Its orbital gap is 10.07 eV. The LUMO energy is 0.0262 hartree. As for the SMILES: [H]/N=C(/N)S[C@H]1C[C@H]1O. The molar mass comes out at 132.2 g/mol.

```
! wB97M-V def2-TZVPD RIJCOSX def2/J DEFGRID3
* xyz 0 1
H 1.08841 1.59841 0.41550
N 1.92982 1.13562 0.02680
C 1.83485 -0.10430 0.10749
N 2.83550 -0.95435 -0.29027
S 0.42669 -1.06338 0.73580
C -0.84216 0.16774 0.88166
C -1.25581 0.96646 -0.33615
C -2.14515 -0.10246 0.18841
O -2.38051 -1.27364 -0.51771
H 3.60825 -0.45521 -0.73619
H 2.64745 -1.86784 -0.69955
H -0.89972 0.63253 1.84283
H -0.70922 0.75113 -1.26707
H -1.52868 2.00237 -0.22253
H -3.09812 0.19507 0.71695
H -1.51157 -1.62816 -0.84597
*
```

---

--- two ---
Density functional theory data (wB97M-V/def2-TZVPD) for one molecule with the formula C4H8N2OS.

Its orbital gap is 9.62 eV. The LUMO energy is 0.0242 hartree. As for the SMILES: C/N=C1\SCCN1O. The molar mass comes out at 132.2 g/mol.

```
! wB97M-V def2-TZVPD RIJCOSX def2/J DEFGRID3
* xyz 0 1
C 0.78391 -1.52820 2.13612
N 0.84504 -1.37466 0.67624
C 0.30488 -0.35685 0.20223
S -0.32936 1.11486 1.07105
C -1.25590 1.68010 -0.47025
C -0.87087 0.60256 -1.61752
N 0.43404 -0.04610 -1.19763
O 0.62205 -1.10907 -1.98491
H -0.01718 -0.87018 2.70457
H 0.69782 -2.58360 2.66296
H 1.75801 -1.17531 2.46124
H -2.33210 1.79297 -0.25987
H -0.68732 2.48854 -0.91136
H -1.59489 -0.30871 -1.85609
H -0.67372 1.21887 -2.58826
H 0.41702 -1.96805 -1.32441
*
```

---

--- three ---
Density functional theory data (wB97M-V/def2-TZVPD) for one molecule with the formula C4H8N2OS.

Its orbital gap is 8.97 eV. The LUMO energy is 0.0078 hartree. As for the SMILES: CN/N=C(\C)OC=S. The molar mass comes out at 132.2 g/mol.

```
! wB97M-V def2-TZVPD RIJCOSX def2/J DEFGRID3
* xyz 0 1
C 1.99498 -1.63253 -0.03450
N 1.41734 -0.33960 -0.21796
N 0.02124 -0.43565 -0.21321
C -0.63073 0.64896 -0.12903
C -0.08081 2.05258 -0.00656
O -2.01956 0.60936 -0.16626
C -2.67407 -0.53340 0.08363
S -4.27048 -0.66976 -0.10732
H 1.64550 -2.19511 0.89277
H 1.69586 -2.24598 -0.91055
H 3.10161 -1.62401 -0.05127
H 1.71246 0.34902 0.47799
H 0.21056 2.31412 1.00488
H -0.87753 2.76604 -0.34676
H 0.74618 2.22422 -0.68619
H -1.99254 -1.28827 0.41035
*
```

---

--- four ---
Density functional theory data (wB97M-V/def2-TZVPD) for one molecule with the formula C4H8N2OS.

Its orbital gap is 8.77 eV. The LUMO energy is 0.0229 hartree. As for the SMILES: S=C1NNCCCO1. The molar mass comes out at 132.2 g/mol.

```
! wB97M-V def2-TZVPD RIJCOSX def2/J DEFGRID3
* xyz 0 1
S -1.41166 -2.30707 -2.09486
C -0.51404 -1.11963 -1.36046
N -1.01913 0.12081 -1.17542
N -0.23414 1.16130 -0.69022
C -0.19388 1.20720 0.76450
C 0.33761 -0.14639 1.23077
C 1.32220 -0.74288 0.22699
O 0.71557 -1.37110 -0.93529
H -2.05090 0.21607 -1.32486
H -0.50932 2.02251 -1.09588
H 0.52094 1.99867 1.06554
H -1.17935 1.45582 1.26326
H -0.48616 -0.87041 1.37857
H 0.81249 -0.07187 2.20355
H 1.99963 -0.01060 -0.14192
H 1.89013 -1.54243 0.68573
*
```

---

Which is the most stable structure? one is the most stable.

---

--- one ---
Density functional theory data (wB97M-V/def2-TZVPD) for one molecule with the formula C4H8N2OS.

Its orbital gap is 9.48 eV. The LUMO energy is 0.0252 hartree. As for the SMILES: [H]/N=C1/CS[C@H](C)ON1. The molar mass comes out at 132.2 g/mol.

```
! wB97M-V def2-TZVPD RIJCOSX def2/J DEFGRID3
* xyz 0 1
H 3.67103 -0.63222 -0.62816
N 3.03988 0.21665 -0.34445
C 1.79767 0.10304 -0.07477
C 1.01951 1.27444 0.62678
S -0.34318 1.61762 -0.52353
C -1.12072 -0.11687 -0.51880
C -2.59229 -0.19107 0.05684
O -0.16429 -0.86843 0.28787
N 1.05842 -1.06994 -0.52823
H 1.85537 2.01315 0.89232
H 0.65793 0.97443 1.60972
H -1.35902 -0.54480 -1.46548
H -2.78026 0.18416 1.09605
H -2.85369 -1.34200 0.11843
H -3.16323 0.45517 -0.62513
H 1.27686 -2.07331 0.02053
*
```

---

--- two ---
Density functional theory data (wB97M-V/def2-TZVPD) for one molecule with the formula C4H8N2OS.

Its orbital gap is 8.94 eV. The LUMO energy is 0.0293 hartree. As for the SMILES: N/C=C(/C=N/O)CS. The molar mass comes out at 132.2 g/mol.

```
! wB97M-V def2-TZVPD RIJCOSX def2/J DEFGRID3
* xyz 0 1
N 0.86635 -1.19911 2.12591
C 0.76909 -1.18850 0.71810
C 0.25890 -0.18656 0.00900
C 0.19504 -0.30048 -1.49935
N -0.26198 0.59787 -2.25592
O -0.16346 0.20111 -3.57372
C -0.25100 1.07844 0.59530
S -1.84561 0.73889 1.47892
H 0.14295 -0.61744 2.57778
H 1.02906 -2.08435 2.58890
H 1.08947 -2.09436 0.21013
H 0.60430 -1.21153 -1.95333
H -0.42256 0.91989 -4.16926
H 0.41694 1.46286 1.37897
H -0.42192 1.86953 -0.12635
H -2.00558 2.01374 1.89493
*
```

---

Which is the most stable structure? two is the most stable.

---

--- one ---
Density functional theory data (wB97M-V/def2-TZVPD) for a 2-piece molecular cluster, C5H13NO3 overall.

Its orbital gap is 9.37 eV. The LUMO energy is 0.0030 hartree. As for the SMILES: CCC(C)(O)O.CN=O. The molar mass comes out at 135.2 g/mol.

```
! wB97M-V def2-TZVPD RIJCOSX def2/J DEFGRID3
* xyz 0 1
C 2.19229 0.29588 1.64360
C 2.09595 -0.20497 0.20880
C 0.71338 0.00279 -0.42542
C 0.26501 1.46198 -0.43836
O 0.76953 -0.53778 -1.69900
O -0.30686 -0.71174 0.36087
H 2.17525 1.38209 1.67965
H 3.12076 -0.04598 2.09622
H 1.35888 -0.08232 2.23190
H 2.30817 -1.27603 0.16864
H 2.82670 0.29588 -0.42736
H -0.66120 1.54580 -1.00209
H 0.09563 1.80679 0.57636
H 1.02831 2.07082 -0.91424
H -0.12980 -0.46052 -2.11325
H -0.09958 -1.65418 0.31903
C -3.21091 -0.67889 -0.03794
N -2.18905 -1.06142 -0.97495
O -1.98058 -0.27779 -1.89434
H -3.62042 0.32117 -0.21358
H -2.76240 -0.74715 0.95510
H -3.98907 -1.44441 -0.09965
*
```

---

--- two ---
Density functional theory data (wB97M-V/def2-TZVPD) for a 2-piece molecular cluster, C5H13NO3 overall.

Its orbital gap is 9.91 eV. The LUMO energy is 0.0227 hartree. As for the SMILES: C[C@H](C(=O)O)N(C)C.O. The molar mass comes out at 135.2 g/mol.

```
! wB97M-V def2-TZVPD RIJCOSX def2/J DEFGRID3
* xyz 0 1
C -0.74379 -0.54821 1.59684
C -0.37120 -0.14245 0.16497
C 1.16037 0.03265 0.09027
O 1.95363 -0.67557 0.65134
O 1.58298 1.00330 -0.70576
N -1.03401 1.02610 -0.36649
C -1.02457 2.19626 0.50119
C -2.35296 0.78125 -0.94074
H -0.16395 -1.40782 1.88744
H -1.83179 -0.71213 1.64002
H -0.57479 0.26513 2.29715
H -0.55969 -1.00684 -0.47549
H 0.79996 1.42089 -1.11915
H -0.25716 2.13592 1.27853
H -0.76870 3.10294 -0.03909
H -1.94817 2.34227 1.08051
H -2.61281 1.64476 -1.53237
H -2.34010 -0.15071 -1.49393
H -3.14736 0.63534 -0.19525
O 1.41205 -3.18771 -0.81150
H 1.96650 -2.97858 -0.05001
H 1.64552 -2.52073 -1.46274
*
```

---

Which is the most stable structure? two is the most stable.